Molecular formula: C39H44BCl5N6OS4Zn
Method: DFT, wB97M-V/def2-TZVPD

Last column: Mulliken charge in e.
Positions of all 101 atoms, in Å:
H (-3.55, 0.86, 0.04)  -0.049
O (-0.37, -1.55, 1.00)  -0.870
H (-3.31, 2.01, 2.36)  0.204
C (-1.35, -6.03, -1.36)  -0.454
H (-4.93, 4.90, 0.64)  0.511
H (-5.04, 2.36, 2.29)  0.465
H (1.82, 2.63, 4.43)  0.498
H (-4.13, 1.82, -1.33)  0.451
H (3.66, 3.04, -5.40)  0.378
H (-3.26, -2.03, 4.80)  0.439
H (-5.26, 1.32, -0.06)  0.450
H (1.64, -0.01, -5.65)  0.604
C (-0.42, -4.11, 0.36)  0.537
H (3.64, -1.62, 3.36)  0.556
S (-1.15, 1.33, 1.05)  -0.023
H (2.88, 1.23, 5.35)  0.454
C (1.22, -0.42, 3.89)  -1.044
C (-1.45, -1.63, -2.60)  1.576
C (0.73, -2.42, -2.30)  2.332
H (-3.14, -4.84, -1.48)  0.425
C (-4.24, 1.64, -0.26)  -1.173
C (3.40, 0.59, 4.64)  -1.886
H (-3.88, 3.68, 2.54)  0.400
N (1.73, 3.29, -1.36)  -0.223
N (1.58, 2.91, 1.20)  0.323
H (0.45, 1.14, -5.01)  0.427
C (-2.42, 4.72, -0.42)  -0.388
Cl (-2.74, -0.55, -2.15)  -0.227
H (4.40, 2.98, -3.18)  0.534
C (-5.05, 3.96, 0.11)  -2.358
C (-2.16, -4.94, -1.04)  -0.787
H (-5.06, 4.14, -0.96)  0.478
H (0.33, -5.08, 3.28)  0.423
C (2.55, 0.19, 3.44)  1.552
H (1.09, -0.13, -3.97)  0.702
C (2.53, 1.45, -4.42)  1.488
H (3.85, -0.13, -5.06)  0.476
C (3.45, 2.98, -2.69)  -0.324
H (3.58, -0.08, -3.31)  0.243
Cl (2.29, -2.36, -1.52)  -0.140
S (0.21, -2.85, 1.46)  0.074
H (1.41, -5.23, 0.43)  0.470
N (2.36, 2.27, -3.18)  0.678
N (-0.47, 3.77, -0.03)  0.212
H (0.55, -6.98, -1.11)  0.425
C (1.43, 3.47, 2.44)  -1.409
Zn (0.05, 0.11, -0.65)  1.325
H (3.70, -0.31, 5.18)  0.460
C (1.80, 2.56, 3.36)  -0.178
H (2.77, -1.30, 1.85)  0.287
H (4.31, 1.11, 4.31)  0.412
C (1.30, 2.48, -2.35)  0.305
C (2.79, 2.42, -5.58)  -1.714
H (2.95, 1.86, -6.50)  0.430
Cl (-3.28, -2.78, -4.25)  -0.188
H (-6.02, 3.54, 0.39)  0.470
Cl (1.76, -4.58, -3.61)  -0.168
H (1.44, 4.86, 0.16)  -0.246
C (3.34, -0.85, 2.65)  -2.013
C (-1.72, -2.62, -3.53)  -0.314
N (-2.63, 3.48, 0.15)  0.607
C (-2.20, -3.86, 5.18)  -0.451
H (-1.72, -6.78, -2.05)  0.428
C (-0.22, -1.47, -1.96)  -2.097
H (0.67, 0.26, 4.56)  0.398
S (2.31, 0.54, 0.04)  -0.339
B (1.08, 3.72, -0.03)  0.344
S (-0.29, 1.87, -2.48)  -0.436
C (-1.10, 4.90, -0.53)  -1.287
C (-4.05, 2.73, 2.02)  -1.515
H (-3.23, 5.38, -0.70)  0.535
H (-1.93, -1.49, 2.75)  0.476
C (1.34, 0.57, -4.77)  -2.478
N (2.21, 1.43, 2.67)  0.438
C (0.40, -5.17, 0.03)  -0.060
H (1.92, 3.07, -5.72)  0.384
C (-0.76, -3.26, 2.91)  0.843
H (-2.77, -4.09, 6.07)  0.395
C (-3.98, 2.94, 0.51)  1.405
H (0.59, -0.61, 3.02)  -0.169
C (-1.69, -3.97, -0.17)  -0.424
C (3.05, 3.60, -1.57)  -1.336
H (1.07, 4.48, 2.57)  0.596
C (0.52, -3.44, -3.23)  -0.323
C (-1.75, -2.39, 3.32)  -0.214
C (3.74, 0.53, -4.20)  -1.564
H (-2.28, -3.09, 0.06)  0.352
C (-0.08, -6.15, -0.83)  -0.789
H (4.67, 1.08, -4.09)  0.424
C (-0.72, -3.53, -3.86)  0.245
C (-2.48, -2.70, 4.47)  -0.818
C (-0.46, -4.42, 3.62)  -0.625
H (-0.98, -5.62, 5.32)  0.405
C (2.03, 1.65, 1.34)  -0.290
H (-0.53, 5.72, -0.93)  0.612
C (-1.20, -4.72, 4.76)  -0.730
Cl (-1.02, -4.79, -5.00)  -0.192
C (-1.42, 2.90, 0.38)  -0.603
H (1.39, -1.36, 4.42)  0.560
H (3.60, 4.24, -0.90)  0.610
H (4.25, -0.42, 2.22)  0.389

Computed properties:
net charge	0
gap between HOMO and LUMO	7.76	eV
HOMO level	-7.25	eV
energy	-7614.43727	Ha
F_max	0.33	eV/Å
energy relative to the best compared isomer or geometry (same formula, charge and spin)	0.0	kcal per mole